Entry from the OMol25 dataset: the molecule C3H5NO2 at a distorted geometry (the ωB97M-V functional and the def2-TZVPD basis).

```
11
Properties=species:S:1:pos:R:3:forces:R:3
O -0.4901 0.8404 -0.4895 -1.2823 -1.3779 0.7661
O 3.0697 -0.6156 0.4905 -0.4893 0.1561 -0.0913
N 0.9568 -0.8328 -0.3457 0.1757 -0.3633 -0.3471
C -0.2539 -0.4390 -0.7901 1.0431 -0.8845 -0.5791
C 2.0086 -0.1105 0.2235 0.3677 0.1110 0.1600
C -1.8149 0.5285 0.1317 -0.2865 1.2620 0.2265
H -2.5578 0.1858 -0.5948 0.4088 0.3211 -0.0638
H 1.7657 0.9459 0.3849 0.0625 -0.0213 0.0228
H 1.1260 -1.8151 -0.5016 0.3366 -0.0443 -0.0415
H -1.9918 1.5093 0.5226 -0.9226 0.4719 0.4415
H -1.8183 -0.1969 0.9685 0.5863 0.3693 -0.4941
```
Forces are in eV/Å.

As for the calculated total energy: -8774.2163 eV. The calculation puts the strongest force on any atom at 2.032 eV Å⁻¹. The relative energy (zero: lowest compared OMol25 entry of this formula, charge and spin) comes out at 335.61 kJ/mol. Its net charge is 0. As for the HOMO-LUMO gap: 9.3 eV. Its HOMO energy is -8.80 eV.

---

Entry from the OMol25 dataset: the molecule C6H10O (the ωB97M-V functional and the def2-TZVPD basis).

```
17
Properties=species:S:1:pos:R:3:forces:R:3
O 1.8049 -0.4732 1.8594 0.1982 -0.2856 -0.4513
C -1.9266 -0.2703 0.1424 -0.0064 -0.0585 0.0265
C -1.2985 0.9855 -0.4567 -0.1906 0.0027 -0.1059
C 1.3730 -0.9457 -0.4785 0.0037 0.0410 -0.1810
C 0.1909 1.2334 -0.0516 0.1825 0.0088 -0.0704
C 2.1892 -0.9204 0.8061 -0.1270 0.1980 0.4176
C 0.9277 0.3844 -1.0170 -0.0508 -0.0849 0.3470
H 0.3200 1.0471 1.0238 -0.0142 -0.0565 -0.2127
H -1.3614 0.9595 -1.5508 -0.0701 0.0237 0.1479
H 1.8988 -1.5299 -1.2414 -0.0210 0.1029 0.1469
H -1.4968 -1.1948 -0.2587 -0.0998 0.1579 0.0420
H -1.8682 1.8610 -0.1305 0.1131 -0.0997 -0.0044
H 3.2097 -1.3447 0.7099 -0.0810 0.0606 0.0416
H 0.4426 -1.4852 -0.2314 0.0861 0.1307 -0.0188
H -2.9968 -0.3025 -0.0857 0.1289 0.0287 0.0505
H 0.4002 2.2877 -0.2705 -0.0344 -0.1759 -0.0308
H -1.8086 -0.2918 1.2312 -0.0172 0.0061 -0.1445
```
Forces are in eV/Å.

As for the calculated total energy: -8427.5094 eV. The calculation puts the strongest force on any atom at 0.570 eV Å⁻¹. The relative energy (zero: lowest compared OMol25 entry of this formula, charge and spin) comes out at 359.99 kJ/mol. Its net charge is 0. As for the HOMO-LUMO gap: 8.0 eV. Its HOMO energy is -8.20 eV.

---

Entry from the OMol25 dataset: a structure of composition C35H26Cl4F3LaNO7PS at a distorted geometry (the ωB97M-V functional and the def2-TZVPD basis).

```
79
Properties=species:S:1:pos:R:3:forces:R:3
La 10.9327 9.5661 14.0712 0.0732 -0.5505 -0.1195
Cl 16.3364 7.5183 18.4566 -0.1924 -0.2903 0.1335
Cl 11.0738 6.2590 18.2326 -0.7234 -0.2950 0.1854
Cl 15.8353 9.5839 16.1811 0.5842 0.4452 -0.3053
Cl 13.8565 5.6589 19.3771 0.2300 0.2884 -0.0039
S 12.5657 11.1396 11.4354 -0.4824 -1.8231 -1.7130
P 10.3097 13.1175 12.1147 0.1535 -0.2914 -0.2913
F 11.6223 5.0706 12.0089 0.0063 -0.6071 1.0906
F 12.3884 6.9136 11.2514 0.2064 0.2691 -0.1790
F 11.1546 5.6216 10.0526 -0.2756 -0.0145 -1.5798
O 12.6104 10.9899 12.8888 0.7657 0.5679 0.3677
O 10.2498 7.9397 12.3676 0.4259 0.0755 0.6391
O 13.1046 9.5078 15.0905 0.4570 -0.4312 0.2150
O 13.5922 10.4010 10.6973 -0.6479 0.9171 0.9138
O 8.9866 6.3781 11.3908 0.5158 -0.1336 0.3231
O 11.0966 8.0434 15.9190 0.6336 -0.4857 -0.4592
O 11.1841 10.8297 10.9973 1.4143 0.2267 0.2001
N 10.7297 11.4357 16.1595 -1.8113 -0.2620 0.1239
C 11.7982 13.7778 11.1670 -0.8171 -0.1873 0.5295
C 9.1976 12.6763 10.7188 0.4163 0.1551 -0.3133
C 14.7753 7.6113 17.7028 -0.7257 -0.3222 -0.3379
C 6.0932 10.5304 14.1086 0.9082 1.5983 0.8943
C 11.9542 15.0512 10.5933 -0.8903 0.4018 0.9784
C 8.2572 11.7810 8.2946 -0.8624 -0.4697 -1.1652
C 10.6109 10.7511 17.4566 -1.8987 0.9148 0.6255
C 13.0457 15.3324 9.8419 1.3135 -0.0644 -0.1680
C 8.7557 11.3692 10.5760 -0.2985 -0.0128 0.6482
C 7.7226 16.0320 13.2496 -0.7189 1.4678 1.1762
C 8.5083 16.7571 14.1595 0.2281 0.0350 0.3019
C 9.5878 12.3539 15.8050 0.3674 -0.8648 -0.5600
C 11.3057 6.1280 11.2558 0.9004 0.0128 0.6077
C 10.0620 6.8578 11.7490 -1.7868 0.5117 -0.6975
C 13.3985 8.5879 15.9565 -1.4808 -0.3203 -0.1650
C 13.9541 13.1378 10.2064 -0.0672 -1.5256 1.8288
C 13.6660 6.8820 18.1290 2.6076 -0.3617 1.2285
C 10.3861 15.4163 13.5849 0.5686 -1.2880 -0.7599
C 12.2872 7.7393 16.4164 -0.9573 2.8797 -1.4954
C 14.6141 8.4526 16.5829 0.2290 -0.0966 0.8627
C 7.0870 12.1682 15.5771 0.2838 2.1105 0.6832
C 8.2620 14.9827 12.5260 1.5116 0.4191 0.5989
C 8.3230 11.6493 15.2856 1.8599 -0.2640 1.0383
C 9.8644 16.4174 14.2967 -1.4261 2.0188 1.4512
C 8.5410 10.5180 14.5050 -0.6629 -0.0205 -0.7457
C 5.9762 11.6558 14.9836 -1.9565 -1.0309 -1.1287
C 14.0737 14.4061 9.7153 0.3815 -0.2524 -0.8282
C 8.6851 13.1180 8.4317 -1.1723 -0.2796 -1.4174
C 12.8027 12.8601 10.9965 1.0657 -0.5441 -1.3349
C 7.3783 10.0222 13.8781 -0.6837 -0.4310 0.4470
C 11.9726 12.1743 16.2152 -1.4110 1.0840 1.0716
C 9.6328 14.6685 12.6862 -1.4280 0.4438 0.1004
C 9.1194 13.5697 9.6492 -0.3453 -1.6438 0.2831
C 12.4418 7.0210 17.5412 -0.5254 -1.0916 0.3339
C 8.2176 10.9142 9.3708 1.0748 1.1230 0.5159
H 8.5419 13.7877 7.5602 0.4269 -0.3705 0.6353
H 11.3023 15.8970 10.8294 -0.3505 -0.5889 -0.1609
H 13.2263 16.2820 9.3756 -0.3097 0.5061 0.0249
H 4.9939 12.1513 15.1573 0.6994 -0.5612 -0.1640
H 10.5038 16.9002 15.0399 -0.3346 0.0805 -0.1835
H 5.2410 10.1533 13.5732 -0.2992 -0.1763 -0.0223
H 8.9017 10.7145 11.4347 -0.3025 -0.0484 -0.3829
H 7.4254 9.1414 13.2354 0.2067 0.1123 -0.0590
H 14.6984 12.2816 10.1836 -0.8272 1.4720 -0.4063
H 9.4079 13.1586 16.5276 -0.0502 -0.2585 0.5280
H 7.8715 11.3449 7.3210 0.6276 0.9925 1.0342
H 11.7681 13.0567 16.8784 0.6162 -0.3751 -0.0226
H 8.0796 17.5306 14.8387 0.2247 -0.6428 -0.8496
H 10.6367 11.4614 18.3010 0.6889 0.1854 -0.1364
H 7.9585 9.8899 9.2622 -0.3701 -0.6406 -0.0806
H 6.6636 16.3771 13.2368 0.7266 -0.8134 -0.4553
H 7.6943 14.3676 11.8805 -0.7141 -0.3689 -0.5385
H 12.1859 12.5934 15.2523 0.7196 -0.2023 -0.6565
H 9.9565 12.8712 14.9276 0.2685 0.3381 -0.2755
H 9.4622 14.5369 9.8300 0.4171 1.6153 -0.1611
H 7.0401 13.1290 16.1658 -0.1400 -1.1319 -0.4192
H 11.3868 15.1590 13.8489 0.7691 -0.4726 -0.3265
H 14.9502 14.6884 9.1614 0.3058 0.0437 -0.2170
H 9.6944 10.2178 17.7231 -0.4899 0.1125 -1.1801
H 11.3166 9.9817 17.5347 1.5191 -0.7612 0.1736
H 12.6601 11.4851 16.6676 1.0374 0.2442 -0.3275
```
Forces are in eV/Å.

As for the calculated total energy: -131771.2196 eV. The calculation puts the strongest force on any atom at 3.383 eV Å⁻¹. The relative energy (zero: lowest compared OMol25 entry of this formula, charge and spin) comes out at 206.52 kJ/mol. Its net charge is -2. As for the HOMO-LUMO gap: 6.2 eV. Its HOMO energy is -2.23 eV.

---

Repeat the first record exactly.
Entry from the OMol25 dataset: the molecule C3H5NO2 at a distorted geometry (the ωB97M-V functional and the def2-TZVPD basis).

```
11
Properties=species:S:1:pos:R:3:forces:R:3
O -0.4901 0.8404 -0.4895 -1.2823 -1.3779 0.7661
O 3.0697 -0.6156 0.4905 -0.4893 0.1561 -0.0913
N 0.9568 -0.8328 -0.3457 0.1757 -0.3633 -0.3471
C -0.2539 -0.4390 -0.7901 1.0431 -0.8845 -0.5791
C 2.0086 -0.1105 0.2235 0.3677 0.1110 0.1600
C -1.8149 0.5285 0.1317 -0.2865 1.2620 0.2265
H -2.5578 0.1858 -0.5948 0.4088 0.3211 -0.0638
H 1.7657 0.9459 0.3849 0.0625 -0.0213 0.0228
H 1.1260 -1.8151 -0.5016 0.3366 -0.0443 -0.0415
H -1.9918 1.5093 0.5226 -0.9226 0.4719 0.4415
H -1.8183 -0.1969 0.9685 0.5863 0.3693 -0.4941
```
Forces are in eV/Å.

As for the calculated total energy: -8774.2163 eV. The calculation puts the strongest force on any atom at 2.032 eV Å⁻¹. The relative energy (zero: lowest compared OMol25 entry of this formula, charge and spin) comes out at 335.61 kJ/mol. Its net charge is 0. As for the HOMO-LUMO gap: 9.3 eV. Its HOMO energy is -8.80 eV.

---

- Which value of strongest force on any atom does entry 2 give?
  0.570 eV Å⁻¹